No. 1
DFT (the ωB97M-V functional and the def2-TZVPD basis) results for C5H6N2 as an isolated structure in a non-equilibrium geometry.

Results
2S+1: 1
Charge: 0
Energy relative to the best compared isomer or geometry (same formula, charge and spin): 1348.4 kJ/mol
Gap between HOMO and LUMO: 7.95 eV
HOMO energy: -0.3220 Ha

Each line ends with the natural charge from an NBO analysis.
Element x y z (Å)
C (1.141, -2.033, -1.416)  -0.1999
C (-0.292, -0.785, 1.241)  -0.2567
C (-1.109, 0.281, 0.612)  -0.1231
C (-0.547, 1.758, 0.378)  -0.0488
C (0.191, 2.802, 0.411)  -0.2767
H (0.572, -3.605, -1.359)  0.2580
H (2.515, -1.808, -1.598)  0.2062
H (-0.891, -1.474, 1.823)  0.2006
H (0.701, -0.898, 1.534)  0.2286
H (-2.128, 0.215, 0.598)  0.2281
H (0.257, 4.059, -0.024)  0.2903
N (0.813, -0.443, -0.929)  -0.2198
N (-0.433, -0.789, -0.259)  -0.2868

No. 2
DFT (the ωB97M-V functional and the def2-TZVPD basis) results for one molecule with the formula C5H10O2.

Results
2S+1: 1
Charge: 0
Energy relative to the best compared isomer or geometry (same formula, charge and spin): 266.6 kJ/mol
Gap between HOMO and LUMO: 10.54 eV
HOMO energy: -0.3558 Ha

Each line ends with the natural charge from an NBO analysis.
Element x y z (Å)
C (-1.921, -1.377, -0.176)  -0.2565
O (-0.969, -1.202, 0.844)  -0.5393
C (0.344, -1.043, 0.340)  -0.0751
C (0.443, 0.215, -0.501)  -0.3068
C (-0.240, 1.408, 0.123)  -0.4310
C (1.221, 1.455, -0.109)  0.0934
O (2.033, 1.496, 1.020)  -0.6974
H (-1.645, -0.818, -1.076)  0.1689
H (-2.877, -0.985, 0.177)  0.1905
H (-2.031, -2.437, -0.443)  0.1683
H (0.990, -0.981, 1.220)  0.2033
H (0.637, -1.933, -0.242)  0.1711
H (0.339, 0.075, -1.575)  0.2135
H (-0.926, 2.017, -0.452)  0.2172
H (-0.529, 1.257, 1.160)  0.2381
H (1.568, 2.063, -0.948)  0.1724
H (2.874, 1.081, 0.779)  0.4693

No. 3
DFT (the ωB97M-V functional and the def2-TZVPD basis) results for C17H16AuN8OS as an isolated structure in a non-equilibrium geometry.

Results
2S+1: 1
Charge: +1
Energy relative to the best compared isomer or geometry (same formula, charge and spin): 168.8 kJ/mol
Gap between HOMO and LUMO: 6.60 eV
HOMO energy: -0.3517 Ha

Each line ends with the natural charge from an NBO analysis.
Element x y z (Å)
Au (-0.292, 0.298, 0.230)  0.8492
S (-2.436, -5.847, -3.995)  0.9581
N (-1.659, -4.494, -4.437)  -0.5915
C (-1.463, -3.746, -3.361)  0.0896
C (-0.822, -2.471, -3.318)  -0.0130
C (-0.282, -1.865, -4.449)  -0.1325
C (0.331, -0.631, -4.324)  -0.2383
C (0.362, -0.035, -3.066)  0.0556
N (-0.155, -0.584, -1.985)  -0.4806
C (-0.737, -1.803, -2.063)  0.1322
C (-1.263, -2.401, -0.873)  0.2453
N (-1.169, -1.741, 0.306)  -0.5185
C (-1.652, -2.273, 1.415)  0.0659
C (-2.277, -3.513, 1.449)  -0.2319
C (-2.391, -4.228, 0.266)  -0.1146
C (-1.888, -3.682, -0.910)  -0.0975
C (-1.987, -4.343, -2.176)  0.1205
N (-2.547, -5.521, -2.411)  -0.5916
H (-0.348, -2.374, -5.398)  0.2444
H (0.777, -0.142, -5.175)  0.2354
H (0.823, 0.934, -2.918)  0.2027
H (-1.539, -1.678, 2.310)  0.2155
H (-2.659, -3.906, 2.377)  0.2376
H (-2.860, -5.200, 0.236)  0.2454
C (2.742, -0.640, 3.135)  -0.2923
O (1.588, -0.507, 2.301)  -0.4544
C (1.609, 0.102, 1.137)  0.1943
C (2.793, 0.754, 0.537)  -0.7789
H (3.052, 0.328, 3.534)  0.2008
H (3.571, -1.099, 2.590)  0.1949
H (2.445, -1.289, 3.958)  0.2163
H (3.734, 0.390, 0.955)  0.2138
H (2.741, 1.834, 0.704)  0.2796
H (2.815, 0.587, -0.539)  0.2577
N (-3.662, 5.920, -0.222)  -0.7627
C (-2.980, 4.816, -0.536)  0.6656
N (-2.942, 4.412, -1.818)  -0.7873
N (-2.381, 4.175, 0.436)  -0.6352
C (-1.642, 3.154, 0.418)  0.5400
N (-0.907, 2.266, 0.576)  -0.6060
H (-4.149, 6.472, -0.905)  0.4070
H (-3.686, 6.212, 0.740)  0.4303
H (-3.409, 4.922, -2.550)  0.4094
H (-2.455, 3.567, -2.066)  0.4198

No. 4
DFT (the ωB97M-V functional and the def2-TZVPD basis) results for a 6-piece molecular cluster, C22H35F2N2O5S overall in a non-equilibrium geometry.

Results
2S+1: 1
Charge: +1
Energy relative to the best compared isomer or geometry (same formula, charge and spin): 20.2 kJ/mol
Gap between HOMO and LUMO: 7.82 eV
HOMO energy: -0.4211 Ha

Each line ends with the natural charge from an NBO analysis.
Element x y z (Å)
C (-13.491, -7.368, 34.646)  -0.7108
C (-11.934, -7.321, 34.792)  0.7011
O (-11.229, -8.120, 34.221)  -0.4604
N (-11.323, -6.228, 35.611)  -0.6211
H (-11.602, -5.292, 35.187)  0.4985
H (-11.689, -6.320, 36.516)  0.3950
C (-9.837, -6.249, 35.662)  -0.4423
H (-13.708, -8.381, 34.299)  0.2734
H (-13.681, -6.386, 34.014)  0.2825
H (-13.809, -7.315, 35.686)  0.2105
H (-9.273, -6.335, 34.786)  0.2698
H (-9.546, -6.909, 36.610)  0.2276
H (-9.434, -5.229, 36.031)  0.2302
C (-11.523, -2.123, 37.828)  -0.6870
C (-12.479, -3.086, 38.426)  0.6744
O (-12.747, -2.919, 39.630)  -0.4605
N (-13.072, -4.128, 37.665)  -0.6124
H (-12.837, -4.089, 36.659)  0.5056
H (-12.955, -5.058, 37.947)  0.4294
C (-14.622, -4.123, 37.824)  -0.4399
H (-11.999, -1.514, 36.918)  0.2715
H (-10.569, -2.674, 37.514)  0.2523
H (-11.247, -1.587, 38.584)  0.2433
H (-15.100, -3.141, 37.679)  0.2572
H (-15.142, -4.508, 38.555)  0.2430
H (-15.115, -4.799, 37.208)  0.2444
O (-12.482, -4.094, 35.011)  -1.2584
H (-12.402, -3.444, 34.262)  0.4805
F (-6.062, -1.635, 33.435)  -0.3400
C (-7.271, -1.171, 33.918)  0.3889
C (-8.095, -2.301, 34.239)  -0.2229
C (-9.493, -1.947, 34.501)  -0.2317
C (-9.936, -0.652, 34.365)  -0.2444
C (-9.138, 0.470, 33.935)  -0.1573
C (-7.722, 0.132, 33.709)  -0.2802
H (-7.593, -3.053, 34.203)  0.1884
H (-10.216, -2.860, 34.542)  0.2234
H (-11.059, -0.439, 34.326)  0.2114
H (-9.424, 1.413, 33.802)  0.2144
H (-7.038, 0.956, 33.281)  0.2464
F (-9.732, -5.199, 32.432)  -0.3605
C (-9.904, -4.226, 31.446)  0.3883
C (-8.744, -3.707, 30.912)  -0.2877
C (-8.858, -2.680, 29.960)  -0.1722
C (-10.151, -2.219, 29.495)  -0.2208
C (-11.277, -2.671, 30.094)  -0.1861
C (-11.148, -3.707, 31.089)  -0.2706
H (-7.750, -4.038, 31.253)  0.2426
H (-7.975, -2.253, 29.294)  0.2375
H (-10.071, -1.512, 28.697)  0.2256
H (-12.180, -2.163, 30.185)  0.2148
H (-11.955, -4.019, 31.513)  0.1919
C (-16.280, -5.714, 31.960)  -0.4048
C (-16.005, -4.338, 31.504)  -0.3967
C (-15.781, -3.435, 32.570)  -0.6956
S (-16.991, -3.880, 33.775)  2.2117
O (-18.253, -3.421, 33.201)  -0.9446
O (-16.592, -3.647, 35.087)  -0.9504
C (-17.060, -5.565, 33.297)  -0.6872
H (-15.268, -5.982, 32.223)  0.1980
H (-16.737, -6.251, 31.217)  0.2427
H (-16.926, -3.962, 30.822)  0.2289
H (-15.104, -4.145, 30.727)  0.2281
H (-15.703, -2.413, 32.549)  0.2643
H (-14.808, -3.645, 32.932)  0.2197
H (-18.092, -5.925, 33.340)  0.2759
H (-16.475, -6.027, 34.208)  0.2136

No. 5
DFT (the ωB97M-V functional and the def2-TZVPD basis) results for one molecule with the formula C5H9NOS in a non-equilibrium geometry.

Results
2S+1: 1
Charge: 0
Energy relative to the best compared isomer or geometry (same formula, charge and spin): 143.5 kJ/mol
Gap between HOMO and LUMO: 9.57 eV
HOMO energy: -0.3223 Ha

Each line ends with the natural charge from an NBO analysis.
Element x y z (Å)
N (-0.593, 2.033, -0.292)  -0.8415
C (0.084, 0.983, 0.424)  -0.1071
C (-0.940, 0.020, 0.965)  -0.3013
S (-2.373, -0.255, -0.124)  0.0739
C (-0.886, -1.333, 0.323)  -0.2637
C (0.170, -1.235, -0.786)  -0.4654
C (1.000, 0.028, -0.420)  0.0907
O (2.152, -0.333, 0.309)  -0.7102
H (-0.029, 2.846, -0.514)  0.3681
H (-1.048, 1.660, -1.130)  0.3729
H (0.742, 1.370, 1.192)  0.2182
H (-1.185, 0.155, 1.993)  0.2339
H (-1.014, -2.238, 0.892)  0.2344
H (-0.297, -1.124, -1.730)  0.2328
H (0.845, -2.141, -0.807)  0.2239
H (1.477, 0.544, -1.254)  0.1857
H (1.896, -0.980, 0.958)  0.4547

No. 6
DFT (the ωB97M-V functional and the def2-TZVPD basis) results for C11H4F8N2OS2 as an isolated structure in a non-equilibrium geometry.

Results
2S+1: 1
Charge: 0
Gap between HOMO and LUMO: 7.72 eV
HOMO energy: -0.3498 Ha

Each line ends with the natural charge from an NBO analysis.
Element x y z (Å)
O (4.053, -2.863, -0.525)  -0.5165
C (3.300, -1.938, -0.574)  0.8787
F (2.939, -1.418, -1.808)  -0.3431
C (2.723, -1.338, 0.777)  -0.5529
C (1.761, -0.151, 0.363)  -0.0342
C (0.363, -0.388, -0.022)  -0.0431
S (-0.223, -2.112, 0.050)  -0.0375
C (-0.552, 0.779, -0.427)  -0.1309
C (-2.070, 0.562, -0.809)  0.6359
F (-2.241, -0.255, -1.913)  -0.3090
F (-2.537, 1.836, -1.195)  -0.3233
C (-2.936, 0.138, 0.462)  0.5656
F (-2.191, -0.136, 1.594)  -0.2965
F (-3.751, 1.225, 0.803)  -0.3013
C (-3.919, -1.087, 0.238)  0.9295
F (-4.435, -1.407, 1.498)  -0.3196
F (-3.324, -2.228, -0.219)  -0.2954
F (-5.024, -0.719, -0.508)  -0.3029
C (0.027, 2.131, -0.415)  -0.1581
C (1.448, 2.404, -0.021)  0.0986
N (2.152, 3.586, 0.085)  -0.5560
S (3.709, 3.244, 0.605)  0.8912
N (3.629, 1.562, 0.767)  -0.5757
C (2.344, 1.240, 0.384)  0.1117
H (2.153, -2.100, 1.368)  0.2777
H (3.602, -0.987, 1.387)  0.2775
H (-0.390, -2.591, -1.238)  0.1693
H (-0.611, 3.010, -0.708)  0.2605